Formula: C38H33Br36F3N2O3
Source: the OMol25 dataset
Level of theory: ωB97M-V with the def2-TZVPD basis set

Calculated values
ΔE to the lowest compared entry with this formula, charge and spin in eV: 14.159
Gap between HOMO and LUMO in eV: 6.8900
Max |F| in eV/Å: 5.1
HOMO energy in eV: -8.5
Total charge: 0

Each line ends with the Löwdin charge.
Atoms and positions in Å:
H -4.751 -3.375 1.131  0.113
O -1.432 1.058 -1.882  0.014
N 1.629 -4.037 3.428  0.068
Br -1.382 9.520 -3.684  0.546
H -0.736 -0.259 4.761  0.124
H -1.253 -2.023 4.858  0.118
H -1.049 11.573 0.434  -0.058
C 0.754 3.219 -1.466  -0.162
H 1.096 -2.298 5.314  0.085
C -0.222 7.786 1.179  -1.566
C -3.767 -3.497 0.541  -0.184
Br 3.813 0.996 4.503  0.627
Br -2.229 -8.114 1.886  0.565
C -2.341 -1.170 -0.086  0.051
C -2.000 12.064 0.636  -1.622
Br -4.749 -5.342 3.540  0.566
H -6.765 -6.307 2.451  -0.030
H 1.063 -7.955 0.411  0.080
Br -2.815 -10.297 4.169  0.574
H 5.942 -0.227 -2.898  -0.034
C -2.744 4.694 3.368  -1.573
Br 0.002 5.082 -9.256  0.535
H 1.051 9.947 -3.961  -0.022
C 0.316 2.525 -12.849  -1.613
C 2.465 4.303 0.356  -0.222
C 0.227 2.177 -0.445  0.010
Br -2.696 6.258 4.515  0.566
Br 3.886 -1.751 6.145  0.618
O 1.723 -2.050 2.017  0.049
Br -1.668 13.406 1.997  0.560
C -1.618 -8.903 3.549  -1.598
H 4.069 -3.718 1.712  0.094
H -3.625 4.120 3.649  -0.027
F -3.617 -6.146 -1.627  0.039
C 0.971 -1.673 4.347  -0.143
F -5.551 -5.123 -2.342  0.038
C 0.307 9.526 -4.637  -1.575
C 1.471 -2.605 3.114  -0.357
H 0.343 2.348 -3.285  0.089
C 1.225 -6.077 1.881  -0.018
Br -1.309 -7.558 4.914  0.549
H -3.272 -4.450 0.970  0.100
C 4.682 0.000 5.921  -1.589
C 1.661 -7.017 0.714  -0.078
Br -0.067 8.606 -0.576  0.540
Br -6.589 -7.826 4.411  0.566
C -4.000 -3.732 -1.030  -0.068
Br 0.894 7.731 -5.079  0.532
Br 5.285 -2.257 -1.619  0.563
H 0.245 -6.343 2.431  0.035
H -1.171 -12.012 6.320  -0.056
F -5.286 -5.703 -0.089  0.044
H 2.247 2.614 -6.264  -0.018
Br 0.282 9.014 2.595  0.553
C 2.104 -4.834 2.282  -0.185
Br 1.965 2.010 -11.967  0.550
C -1.333 -0.041 0.330  0.007
Br 4.349 3.562 -7.195  0.582
C 0.802 2.184 1.018  -0.041
H -4.753 -2.993 -1.463  0.137
C -2.771 -2.293 0.884  -0.131
C 3.394 -4.599 1.468  -0.013
C 1.876 3.251 1.383  -0.082
C -6.527 -6.118 3.496  -1.600
Br 0.371 -13.196 7.871  0.566
H -2.453 -3.103 3.039  0.084
Br -1.196 3.556 3.645  0.673
H 5.716 -0.153 5.617  -0.027
Br 4.724 0.847 -1.014  0.535
H 0.153 7.114 -7.829  -0.086
C 2.986 -6.767 -0.087  -0.080
H 0.657 -4.371 3.612  0.125
C 5.926 -0.438 -1.829  -1.616
C 3.859 -5.516 0.284  -0.066
Br -2.958 5.164 1.501  0.589
C -2.169 -2.267 2.319  0.036
Br -1.219 2.319 -11.682  0.540
Br 2.055 4.945 -5.416  0.535
Br 7.744 -0.234 -1.184  0.560
C -0.246 -12.560 6.146  -1.628
Br -0.671 -14.024 4.946  0.555
H 2.300 5.016 -1.874  0.100
N 0.227 3.278 -2.833  0.053
H 4.824 -5.271 -0.296  0.075
H -1.275 7.545 1.327  -0.081
C -4.627 -5.197 -1.242  -0.375
C -0.585 -1.290 4.261  -0.153
C 1.881 4.269 -1.108  -0.041
H 3.270 5.070 0.659  0.092
Br -3.223 10.694 1.259  0.544
Br -2.595 12.857 -1.031  0.553
Br 0.252 10.670 -6.202  0.583
H -2.975 -3.699 -1.535  0.140
Br 0.763 6.115 1.289  0.734
Br 2.354 7.252 -8.978  0.543
H 0.834 3.923 -3.377  -0.024
Br 3.694 2.449 -4.249  0.566
C -1.163 -1.167 2.781  -0.086
O 0.807 1.333 3.319  -0.128
C 2.984 3.296 -5.843  -1.565
C 0.445 6.929 -8.862  -1.617
Br -0.564 8.165 -9.966  0.562
H -0.658 -9.375 3.345  -0.047
H 2.280 3.275 2.445  0.090
C -0.883 1.079 -0.741  -0.235
H -2.756 -1.196 -1.159  0.108
H 3.326 -7.474 -0.929  0.085
Br -7.866 -4.887 4.171  0.571
Br 4.722 0.993 7.587  0.566
C 0.317 1.129 2.151  -0.271
C -0.724 -0.023 1.789  0.018
Br 0.423 4.314 -13.590  0.555
Br 1.009 -11.315 5.346  0.562
H 1.668 -0.766 4.502  0.034
H 0.175 1.841 -13.685  -0.029

Formula: C38H33BrIN2OS5SbTcTe
Source: the OMol25 dataset
Level of theory: ωB97M-V with the def2-TZVPD basis set

Calculated values
ΔE to the lowest compared entry with this formula, charge and spin in eV: 0.501
Gap between HOMO and LUMO (spin up / spin down) in eV: 5.4895 / 6.1441
Max |F| in eV/Å: 1.0
HOMO energy (spin up / spin down) in eV: -13.0 / -13.0
Total charge: +2
Multiplicity: 2

Each line ends with the Löwdin spin population.
Atoms and positions in Å:
O 1.169 1.520 -0.899  0.018
S -0.269 3.166 2.844  -0.201
H -5.283 1.676 -1.008  0.000
Te -0.937 -1.596 1.030  0.001
C 2.790 -1.340 0.808  -0.002
I 0.254 4.930 -1.187  0.029
H -4.585 -2.997 -3.439  0.000
C 4.068 -1.829 0.997  0.000
C 1.331 7.359 0.458  0.001
H 1.703 -5.837 -0.470  0.000
C 0.339 1.552 -4.392  0.001
H 0.826 -2.318 -1.179  0.000
Br 2.002 6.188 1.767  0.008
C -1.909 1.941 -1.217  0.002
H 2.025 9.066 1.536  0.000
C 0.443 9.183 -1.458  0.000
C 1.200 0.202 -0.266  0.004
H 3.492 1.135 -1.409  0.000
C 1.435 -7.436 1.712  0.000
C -0.810 -3.423 3.642  0.000
H -4.736 -3.502 1.197  0.000
C 0.742 -4.038 0.146  0.000
C 5.132 -1.276 0.296  -0.002
H 5.755 0.219 -1.112  0.000
C 0.090 -3.410 1.215  0.000
H -3.435 1.371 -2.605  0.000
C -2.184 -2.074 -0.597  0.000
C 1.016 -3.388 -1.181  0.000
C 0.685 6.933 -0.691  0.000
H 6.132 -1.660 0.445  0.000
N -1.602 2.317 0.048  0.009
C -3.951 2.228 0.593  -0.001
C -0.859 1.787 -2.231  0.000
C -0.113 -4.045 2.455  0.000
S 2.443 2.541 1.455  -0.197
H -4.708 2.357 1.352  0.000
S 2.977 3.396 5.198  0.051
H -0.584 -2.365 3.779  0.000
C 2.569 -0.286 -0.081  -0.005
C 0.241 7.826 -1.655  0.001
C -4.223 -3.059 -1.331  0.000
C -1.853 -1.733 -1.900  0.000
H 0.585 1.504 -5.440  0.000
S 1.114 -0.006 3.844  -0.033
C -3.907 -2.728 -2.640  0.000
H -0.499 -3.930 4.552  0.000
C -3.701 -3.178 1.125  0.000
C 0.982 -6.016 1.537  0.000
C 1.184 1.425 -3.333  0.000
N 0.093 -0.275 0.028  0.010
H -0.937 -1.205 -2.126  0.000
Sb 1.832 2.115 3.839  0.029
C 1.182 -5.340 0.340  0.000
C 0.485 1.569 -2.112  0.002
H 2.245 1.250 -3.412  0.000
C 1.077 9.626 -0.308  0.001
H -1.895 -3.534 3.571  0.000
C -4.261 1.850 -0.701  0.003
H -0.257 7.477 -2.550  0.000
H 4.239 -2.631 1.702  0.000
C 1.521 8.722 0.644  0.000
H -2.375 2.735 1.921  -0.001
H 2.050 -7.766 0.878  0.000
H -5.147 -3.579 -1.115  0.000
H -3.568 -2.371 1.852  0.000
H 0.408 -3.841 -1.966  0.000
H 0.208 -5.856 3.525  0.000
H 1.970 -1.754 1.379  0.000
C 3.646 0.286 -0.761  -0.003
Tc 0.412 3.019 0.771  1.271
H 2.063 -3.527 -1.452  0.000
C -2.721 -2.068 -2.929  0.000
C 0.345 -5.348 2.578  0.000
H -3.076 -4.021 1.433  0.000
H -2.466 -1.819 -3.950  0.000
S -1.264 1.842 -3.906  0.000
C -2.630 2.444 0.914  0.004
C -3.226 1.699 -1.597  0.000
H 2.007 -7.552 2.632  0.000
C -3.365 -2.746 -0.280  0.000
H 1.234 10.683 -0.149  0.000
C 4.922 -0.219 -0.581  0.000
H 0.102 9.885 -2.205  0.000
H 0.572 -8.099 1.782  0.000

> Which formula does entry 1 have?

C38H33Br36F3N2O3

> What is the ΔE to the lowest compared entry with this formula, charge and spin in the second record?

0.501 eV

> The highest max |F| belongs to which entry?

C38H33Br36F3N2O3

> What is the max |F| in the second record?

1.0 eV/Å